Entry 1:
Computed, not measured: C16H26N4O2S in the gas phase, with ωB97M-V with the def2-TZVPD basis set.

Properties
- SMILES: Cc1csc(CN(C)C(=O)[C@H]2CCC(=O)N(CCN(C)C)C2)n1
- Calculated total energy: -37905.370 eV

Geometry as ORCA input:
```
! wB97M-V def2-TZVPD RIJCOSX def2/J DEFGRID3
* xyz 0 1
C 6.22386 -3.21719 0.19881
C 4.93105 -2.48708 0.30715
C 4.39917 -1.95180 1.43970
S 2.89003 -1.18976 1.11660
C 3.08596 -1.65882 -0.56084
C 2.04107 -1.32897 -1.56843
N 0.73672 -1.78593 -1.12361
C 0.54636 -3.21799 -1.07134
C -0.20059 -0.85310 -0.82282
O 0.00224 0.33159 -1.00834
C -1.51049 -1.36724 -0.23475
C -1.36740 -1.61691 1.27011
C -1.00807 -0.31572 1.96796
C -1.91911 0.84762 1.62450
O -2.03062 1.79299 2.38700
N -2.54536 0.81040 0.43039
C -3.35132 1.94282 0.01912
C -2.70040 2.77755 -1.11479
N -1.89021 3.90683 -0.73032
C -2.61881 4.96637 -0.06951
C -0.68620 3.55422 -0.00380
C -2.62316 -0.33940 -0.44164
N 4.16208 -2.31367 -0.80258
H 6.70679 -3.28174 1.16947
H 6.88083 -2.70003 -0.49801
H 6.05140 -4.22013 -0.18737
H 4.79992 -1.95898 2.43271
H 2.30933 -1.78942 -2.52385
H 1.96598 -0.24357 -1.69682
H 1.50386 -3.69674 -1.26645
H 0.19602 -3.54975 -0.09427
H -0.16524 -3.54812 -1.83342
H -1.80313 -2.28835 -0.74618
H -0.60025 -2.36466 1.48001
H -2.31867 -1.99550 1.65286
H 0.00172 -0.00363 1.68508
H -1.01905 -0.43489 3.05253
H -3.49595 2.56786 0.90165
H -4.32659 1.57068 -0.31246
H -3.49829 3.15960 -1.75946
H -2.06170 2.12252 -1.71311
H -3.51641 5.20080 -0.64105
H -1.98462 5.85272 -0.03967
H -2.90786 4.72293 0.96361
H -0.00238 4.40363 -0.03589
H -0.21380 2.70103 -0.48522
H -0.88035 3.30589 1.04715
H -3.59425 -0.83569 -0.28420
H -2.59413 0.01676 -1.47622
*
```

Entry 2:
Computed, not measured: a gas-phase ion, C16H26NO4 (charge +1), with ωB97M-V with the def2-TZVPD basis set.

Properties
- SMILES: CC[NH+](CC)C[C@@H](C)OC(=O)COc1ccc(OC)cc1
- Calculated total energy: -26687.809 eV

Geometry as ORCA input:
```
! wB97M-V def2-TZVPD RIJCOSX def2/J DEFGRID3
* xyz 1 1
C -0.73439 -1.69801 -1.76323
C -1.99598 -2.00718 -0.97665
N -2.49104 -0.83371 -0.20431
C -3.92551 -1.01913 0.14065
C -4.57711 0.20426 0.76078
C -1.63300 -0.55268 0.97886
C -1.39256 0.94011 1.25094
C -0.84286 1.14238 2.65726
O -0.40945 1.50538 0.36558
C -0.72109 1.79321 -0.88049
O -1.73558 1.39920 -1.43049
C 0.31120 2.67092 -1.55671
O 1.44626 2.88505 -0.78252
C 2.26234 1.80820 -0.49348
C 3.20078 2.01349 0.51748
C 4.06784 1.00963 0.87519
C 4.02612 -0.23387 0.23438
O 4.91961 -1.15601 0.66946
C 5.00713 -2.39155 -0.00065
C 3.09016 -0.43547 -0.77123
C 2.21327 0.58109 -1.13107
H 0.10620 -1.44156 -1.12301
H -0.91255 -0.88186 -2.45984
H -0.45543 -2.57564 -2.33969
H -1.83327 -2.83297 -0.27982
H -2.77897 -2.30130 -1.67734
H -2.40123 0.02528 -0.82496
H -4.45156 -1.25852 -0.78547
H -4.00578 -1.87734 0.81288
H -5.64377 0.01637 0.85067
H -4.19861 0.41653 1.75637
H -4.45015 1.07688 0.12446
H -2.09284 -1.00316 1.86012
H -0.65661 -1.01898 0.83218
H -2.31835 1.51098 1.11692
H -0.59553 2.18960 2.80273
H 0.06358 0.55939 2.79367
H -1.57772 0.85054 3.40099
H -0.14820 3.65726 -1.69979
H 0.53002 2.26698 -2.55586
H 3.23557 2.97644 0.99957
H 4.80123 1.15963 1.65034
H 4.08490 -2.97327 0.10381
H 5.82366 -2.92799 0.47864
H 5.23682 -2.25742 -1.06185
H 3.03569 -1.37417 -1.30043
H 1.51676 0.39298 -1.93504
*
```

Entry 3:
Computed, not measured: C16H26O5 in the gas phase, with ωB97M-V with the def2-TZVPD basis set.

Properties
- SMILES: COC(C[C@H](O)C[C@@H](O)[C@@H](C)OCc1ccccc1)OC
- Calculated total energy: -27250.555 eV

Geometry as ORCA input:
```
! wB97M-V def2-TZVPD RIJCOSX def2/J DEFGRID3
* xyz 0 1
C -4.16567 2.59112 2.22454
O -3.54336 1.60591 3.02888
C -2.14148 1.61447 3.01563
C -1.52902 1.40358 1.62658
C -0.02069 1.13089 1.70731
O 0.68927 2.29706 2.05783
C 0.53107 0.64645 0.36472
C 1.96333 0.11945 0.53469
O 1.98228 -1.05835 1.30023
C 2.62327 -0.13400 -0.83672
C 4.09967 -0.49023 -0.66536
O 1.87051 -1.18261 -1.42555
C 2.09452 -1.39568 -2.80064
C 0.97920 -2.24289 -3.35389
C 1.24649 -3.32762 -4.17685
C 0.21095 -4.09000 -4.68931
C -1.10103 -3.78101 -4.37530
C -1.37429 -2.70286 -3.55023
C -0.34015 -1.93556 -3.04659
O -1.61952 2.81103 3.54463
C -1.88226 2.99477 4.92042
H -3.67616 3.56122 2.34369
H -4.15729 2.30482 1.16859
H -5.19511 2.65569 2.57203
H -1.87523 0.76819 3.67265
H -2.04030 0.55924 1.16369
H -1.68728 2.29911 1.02372
H 0.16232 0.34368 2.45868
H 0.18001 2.75090 2.74467
H 0.53137 1.48319 -0.33366
H -0.09357 -0.15550 -0.03004
H 2.54470 0.85839 1.09276
H 1.62543 -1.75679 0.73536
H 2.53451 0.77300 -1.45691
H 4.62124 0.34642 -0.20978
H 4.19081 -1.35770 -0.01653
H 4.56284 -0.70968 -1.62420
H 3.06070 -1.89209 -2.97023
H 2.11468 -0.42548 -3.32707
H 2.26969 -3.57672 -4.41993
H 0.43009 -4.93067 -5.33120
H -1.90835 -4.37929 -4.77122
H -2.39668 -2.45802 -3.30165
H -0.54679 -1.09292 -2.40419
H -1.48353 3.97313 5.17974
H -2.95602 2.96433 5.12207
H -1.38512 2.21964 5.51397
*
```

Entry 4:
Computed, not measured: a molecular structure, C16H27AlBr8Cl3F12KMgN3O11S5, with ωB97M-V with the def2-TZVPD basis set.

Properties
- Calculated total energy: -757082.342 eV

Geometry as ORCA input:
```
! wB97M-V def2-TZVPD RIJCOSX def2/J DEFGRID3
* xyz -1 1
C 6.28798 -4.87427 2.52956
C 5.99868 -3.55130 1.90040
Br 4.44850 -3.59047 0.72485
C 6.71063 -2.38830 2.07574
Br 8.29301 -2.40393 3.20475
C 6.27885 -1.04575 1.40547
O 6.16755 -0.05069 2.45670
C 4.98042 -0.21422 3.22649
C 3.70318 0.40658 2.58408
O 2.49944 0.38563 3.33956
C 1.86212 -0.91693 3.41118
C 1.36209 -1.38171 2.01782
C 0.01426 -2.11611 1.98716
N -0.81919 -1.50237 0.92980
H 5.71149 -5.64899 2.00839
H 7.46967 -5.16181 2.66314
H 5.86635 -4.81119 3.55095
H 5.32066 -1.12826 0.89268
H 7.00754 -0.69215 0.64605
H 5.13892 0.35402 4.16119
H 4.77365 -1.25395 3.53227
H 3.93945 1.49265 2.43990
H 3.55419 -0.03756 1.56657
H 2.49078 -1.67171 3.91314
H 0.98717 -0.79585 4.06919
H 2.12084 -2.05429 1.61303
H 1.35027 -0.48672 1.33442
H 0.20517 -3.17943 1.74931
H -0.49568 -2.04485 2.95816
H -1.62911 -2.10760 0.76577
H -0.29997 -1.41533 0.05524
Mg 2.08906 1.40799 1.07989
C -2.22339 1.60169 2.83979
Br -0.75177 2.67355 3.52865
Br -2.68082 0.13016 3.97487
Br -3.74901 2.69003 2.47031
H -1.88159 1.17974 1.90492
N -4.72719 6.48382 3.92833
S -4.96198 7.45431 5.16726
O -5.00051 8.84943 4.85493
O -4.32811 7.06622 6.38819
F -6.48790 7.10572 5.42550
S -3.29968 6.59236 3.30516
O -3.19140 5.97239 2.01621
O -2.18134 6.38444 4.18225
F -3.16394 8.14434 2.92549
C -4.32106 1.14382 -2.91587
S -3.63954 0.70433 -1.31654
O -3.18938 -0.71294 -1.38209
C -5.18688 0.74583 -0.40309
H -3.47667 1.11659 -3.60020
H -5.09164 0.44397 -3.23648
H -4.73104 2.15127 -2.84420
H -5.88385 0.02958 -0.83713
H -5.60222 1.75289 -0.43698
H -4.98796 0.47338 0.63139
C -0.45330 0.09639 -3.85966
Cl 0.45762 0.49527 -2.37741
Cl -1.19321 1.50892 -4.59792
H 0.22323 -0.36233 -4.57500
H -1.23912 -0.60267 -3.58743
F -6.84703 0.56796 3.11767
Al -6.80860 -1.04483 2.57201
F -5.22066 -1.66533 2.77977
F -7.20387 -1.08504 0.90841
F -7.91032 -1.98993 3.45745
Cl 8.57511 -5.49065 4.12921
C 2.70271 6.19710 2.06864
Br 2.32976 4.46474 1.21649
Br 1.10200 7.10139 2.51660
Br 3.89288 5.99661 3.56405
H 3.21550 6.77925 1.31367
K 9.23314 -0.42807 1.53736
C -2.96618 -4.72018 -7.50414
F -4.26526 -4.80571 -7.16138
F -2.26074 -5.52303 -6.67627
F -2.82973 -5.21034 -8.75530
S -2.38456 -2.98015 -7.40276
O -2.54902 -2.61392 -6.01919
O -3.19699 -2.26249 -8.34549
N -0.88681 -3.25940 -7.85614
S 0.06783 -2.00716 -7.93437
O 0.41307 -1.42190 -6.66167
O -0.18402 -1.07911 -9.00175
C 1.58188 -2.90966 -8.45473
F 1.39859 -3.54054 -9.63224
F 1.93785 -3.84551 -7.54559
F 2.61920 -2.05776 -8.59649
*
```

Entry 5:
Computed, not measured: a molecular structure, C16H27Cl2NO4Tl, with ωB97M-V with the def2-TZVPD basis set.

Properties
- Calculated total energy: -56441.909 eV

Geometry as ORCA input:
```
! wB97M-V def2-TZVPD RIJCOSX def2/J DEFGRID3
* xyz 1 1
Tl 0.51907 -0.00043 0.02339
C 0.02884 -0.71085 -3.58261
O -0.27508 -1.12135 -2.25370
C -1.13375 -2.24838 -2.14576
C -2.27285 -1.93028 -1.20751
O -1.70321 -1.41221 -0.01236
C -2.64941 -1.00206 0.97376
C -2.04112 -1.24177 2.32990
O -0.81418 -0.54044 2.40190
C -0.09557 -0.82735 3.59031
H -0.88460 -0.46777 -4.13032
H 0.65034 0.17772 -3.50385
H 0.57599 -1.49210 -4.11640
H -1.53572 -2.52466 -3.12289
H -0.55700 -3.09628 -1.76230
H -2.94796 -1.18816 -1.64749
H -2.83944 -2.84046 -0.98660
H -2.88152 0.05745 0.82901
H -3.57083 -1.58336 0.88558
H -2.73278 -0.89432 3.10621
H -1.86469 -2.31455 2.47678
H -0.64071 -0.47189 4.46865
H 0.08390 -1.90291 3.68506
H 0.85673 -0.30647 3.52558
Cl 2.73259 1.54289 2.23231
C 2.16284 2.53738 3.59986
Cl 0.41745 2.78974 3.54758
H 2.65696 3.49852 3.53150
H 2.42003 2.02042 4.51593
N 4.32733 -1.11827 -2.07363
C 3.17269 -0.91241 -1.42497
O 2.59601 0.17409 -1.47153
C 2.59272 -2.10181 -0.67811
C 1.72111 -1.69952 0.50285
H 4.72399 -0.36766 -2.61506
H 4.81213 -1.99630 -2.02517
H 3.39834 -2.77214 -0.37154
H 1.99569 -2.64642 -1.41643
H 2.32396 -1.43023 1.37012
H 1.04543 -2.49939 0.79846
C -1.88000 4.15608 -0.93928
C -0.67523 4.19283 -0.25386
C 0.00514 3.01500 0.02426
C -0.51929 1.78965 -0.37511
C -1.72079 1.76185 -1.07809
C -2.40007 2.93966 -1.35692
H -2.40974 5.07453 -1.15458
H -0.26056 5.14047 0.06416
H 0.94732 3.06402 0.55276
H -2.12683 0.82127 -1.42603
H -3.33369 2.90861 -1.90379
*
```

| no. | frontier orbital gap (hartree) |
| --- | --- |
| 1 | 0.3027 |
| 2 | 0.3051 |
| 3 | 0.3698 |
| 4 | 0.0744 |
| 5 | 0.3615 |